# 1
Molecular formula: C17H18F2N2O3S2
Method: DFT, ωB97M-V/def2-TZVPD

```
44
C17H18F2N2O3S2 ωB97M-V/def2-TZVPD
O 2.886 0.164 1.748
C 2.926 -0.872 1.133
C 1.680 -1.602 0.616
C 0.521 -0.673 0.494
C -0.052 0.078 1.478
C -1.102 0.889 1.002
C -1.311 0.741 -0.334
S -2.521 1.555 -1.341
O -2.405 1.003 -2.662
O -2.383 2.970 -1.176
N -3.910 1.076 -0.546
C -4.983 2.048 -0.509
C -5.779 2.063 -1.813
C -6.309 0.661 -2.107
C -5.144 -0.324 -2.172
C -4.341 -0.268 -0.872
S -0.229 -0.384 -1.045
N 4.071 -1.555 0.841
C 5.382 -1.222 1.184
C 5.746 -0.055 1.852
C 7.072 0.197 2.154
C 8.042 -0.717 1.790
F 9.331 -0.472 2.086
C 7.724 -1.889 1.123
C 6.397 -2.117 0.834
F 6.051 -3.255 0.184
H 1.884 -2.065 -0.349
H 1.454 -2.391 1.341
H 0.277 0.062 2.501
H -1.684 1.560 1.606
H -4.517 3.016 -0.326
H -5.633 1.793 0.336
H -6.600 2.777 -1.735
H -5.115 2.381 -2.619
H -7.001 0.360 -1.315
H -6.855 0.655 -3.052
H -5.507 -1.341 -2.331
H -4.481 -0.055 -2.995
H -3.443 -0.884 -0.949
H -4.945 -0.632 -0.033
H 3.984 -2.426 0.334
H 4.980 0.648 2.130
H 7.355 1.100 2.671
H 8.483 -2.599 0.840
```

The maximum force is 0.01966 Eh/bohr. For the LUMO energy, the calculation gives 0.0114 Ha. Its HOMO-LUMO gap is 9.2 eV. The calculation puts the molar mass at 400.472 g mol⁻¹. Its SMILES is O=C(Cc1ccc(S(=O)(=O)N2CCCCC2)s1)Nc1ccc(F)cc1F.

=====

# 2
Molecular formula: C5H5NSi
Method: DFT, ωB97M-V/def2-TZVPD

```
12
C5H5NSi ωB97M-V/def2-TZVPD
C 2.893 -0.059 0.192
C -1.545 -0.174 -0.300
C -0.855 0.870 0.491
C -1.057 -1.408 -0.693
C 0.460 1.184 0.412
N 3.730 -0.363 0.903
Si 1.529 0.413 -0.954
H -2.589 0.115 -0.613
H -1.399 1.380 1.252
H -0.207 -1.945 -0.340
H 0.736 2.063 1.040
H -1.695 -2.076 -1.390
```

The maximum force is 0.05928 Eh/bohr. For the LUMO energy, the calculation gives -0.0443 Ha. The calculation puts the energy relative to the best compared isomer or geometry (same formula, charge and spin) at 81.9 kJ/mol. Its HOMO-LUMO gap is 8.0 eV. The calculation puts the molar mass at 107.188 g mol⁻¹.

=====

# 3
Molecular formula: C26H16ClN2PS2V
Method: DFT, ωB97M-V/def2-TZVPD

```
49
C26H16ClN2PS2V ωB97M-V/def2-TZVPD
V -0.450 1.531 0.016
S 1.743 1.605 -0.090
C 1.945 3.169 -0.859
C 3.131 3.450 -1.527
C 3.324 4.671 -2.159
C 4.538 4.918 -2.867
N 5.521 5.089 -3.439
C 2.311 5.644 -2.095
C 1.136 5.376 -1.408
C 0.928 4.142 -0.793
S -0.556 3.820 0.061
C 2.476 6.905 -2.747
N 2.593 7.918 -3.278
H 3.904 2.694 -1.560
H 0.365 6.132 -1.360
Cl -2.738 1.494 0.034
C -3.329 -0.115 0.364
C -4.688 -0.301 0.546
C -5.158 -1.582 0.782
C -4.279 -2.655 0.831
C -2.922 -2.450 0.643
C -2.425 -1.171 0.410
P -0.647 -0.804 0.148
C -0.124 -2.280 -0.787
C 0.390 -3.424 -0.184
C 0.739 -4.517 -0.963
C 0.577 -4.472 -2.340
C 0.068 -3.332 -2.946
C -0.277 -2.236 -2.172
C 0.069 -1.051 1.807
C 1.460 -1.133 1.908
C 2.063 -1.205 3.151
C 1.286 -1.187 4.302
C -0.093 -1.078 4.209
C -0.704 -1.003 2.965
H -5.368 0.539 0.496
H -6.219 -1.742 0.919
H -4.657 -3.653 1.010
H -2.232 -3.284 0.671
H 0.525 -3.456 0.889
H 1.144 -5.404 -0.493
H 0.858 -5.325 -2.944
H -0.048 -3.296 -4.022
H -0.658 -1.335 -2.639
H 2.062 -1.132 1.007
H 3.140 -1.264 3.226
H 1.757 -1.252 5.274
H -0.696 -1.046 5.107
H -1.781 -0.911 2.896
```

The maximum force is 0.03402 Eh/bohr. For the LUMO energy (alpha / beta), the calculation gives -0.0202 / -0.0207 Ha. Its multiplicity is 4. Its HOMO-LUMO gap (alpha / beta) is 6.8 / 7.3 eV. The calculation puts the molar mass at 537.933 g mol⁻¹.

=====

# 4
Molecular formula: C36H36Cl4F48O7
Method: DFT, ωB97M-V/def2-TZVPD

```
131
C36H36Cl4F48O7 ωB97M-V/def2-TZVPD
F -21.944 0.572 10.760
C -20.964 1.180 11.463
F -19.859 0.398 11.472
C -20.642 2.562 10.850
F -21.692 3.405 10.984
F -20.384 2.410 9.535
C -19.409 3.183 11.545
O -19.436 3.082 12.968
C -18.188 2.797 13.512
F -17.935 1.486 13.259
F -17.237 3.515 12.936
C -18.320 2.960 15.034
F -19.471 2.534 15.568
F -17.266 2.429 15.679
H -21.292 1.259 12.501
H -19.262 4.213 11.223
H -18.567 2.621 11.133
H -18.301 4.035 15.242
F -16.102 -5.327 24.686
C -15.496 -4.613 23.698
F -14.178 -4.887 23.676
C -16.164 -4.801 22.349
F -16.128 -6.090 21.888
F -15.475 -4.051 21.453
C -17.655 -4.418 22.368
O -17.696 -3.015 22.631
C -18.786 -2.332 22.085
F -18.755 -2.429 20.751
F -19.901 -2.946 22.506
C -18.734 -0.903 22.585
F -17.618 -0.201 22.254
F -19.830 -0.230 22.189
H -15.635 -3.562 23.976
H -18.129 -4.961 23.188
H -18.194 -4.598 21.439
H -18.710 -0.931 23.680
F -10.214 1.386 26.498
C -10.089 2.668 26.094
F -9.215 3.341 26.880
C -9.621 2.758 24.629
F -10.396 1.933 23.857
F -8.380 2.226 24.527
C -9.670 4.163 24.017
O -10.976 4.655 23.945
C -11.154 5.660 22.999
F -10.264 6.659 23.171
F -10.911 5.165 21.775
C -12.588 6.216 23.083
F -12.909 6.622 24.333
F -12.766 7.202 22.186
H -11.082 3.114 26.205
H -9.144 4.109 23.062
H -9.070 4.784 24.693
H -13.313 5.429 22.865
F -18.412 1.261 19.198
C -18.121 2.543 18.880
F -19.020 3.033 17.992
C -17.990 3.439 20.114
F -19.216 3.546 20.693
F -17.540 4.668 19.803
C -17.090 2.840 21.169
O -15.853 2.432 20.592
C -14.761 2.600 21.398
F -14.489 3.939 21.396
F -15.021 2.240 22.666
C -13.584 1.775 20.860
F -13.331 2.211 19.602
F -12.443 1.887 21.559
H -17.153 2.501 18.373
H -17.560 1.987 21.656
H -17.006 3.563 21.984
H -13.914 0.732 20.833
F -24.076 8.790 22.827
C -24.479 7.779 22.008
F -23.866 7.902 20.803
C -24.238 6.386 22.595
F -24.644 5.481 21.670
F -24.998 6.261 23.704
C -22.750 6.160 22.880
O -22.547 4.767 23.129
C -21.326 4.461 23.712
F -20.350 4.958 22.916
F -21.234 5.069 24.909
C -21.148 2.951 23.831
F -21.388 2.364 22.641
F -19.915 2.584 24.233
H -25.540 7.991 21.837
H -22.471 6.737 23.761
H -22.207 6.438 21.978
H -21.890 2.552 24.528
F -14.951 1.848 27.926
C -14.206 2.880 27.419
F -12.902 2.577 27.536
C -14.619 3.205 25.983
F -14.199 2.224 25.143
F -13.929 4.320 25.606
C -16.109 3.423 25.764
O -16.623 4.418 26.652
C -17.987 4.553 26.558
F -18.326 4.811 25.270
F -18.584 3.387 26.872
C -18.457 5.689 27.472
F -17.868 6.859 27.173
F -19.799 5.847 27.525
H -14.452 3.746 28.045
H -16.650 2.487 25.887
H -16.200 3.752 24.728
H -18.170 5.422 28.496
C -11.502 -1.425 18.425
C -12.230 -2.591 19.085
C -12.363 -2.140 20.536
O -11.224 -1.326 20.760
C -10.509 -1.059 19.533
H -12.141 -0.575 18.183
H -11.021 -1.734 17.497
H -11.810 -3.590 18.980
H -13.230 -2.666 18.642
H -12.402 -2.977 21.238
H -13.264 -1.539 20.681
H -9.647 -1.723 19.483
H -10.304 0.009 19.553
Cl -23.286 3.247 20.439
C -22.523 3.909 18.981
Cl -22.388 5.657 19.017
H -21.528 3.490 18.863
H -23.097 3.632 18.102
Cl -15.340 0.283 17.697
C -16.044 -1.201 18.359
Cl -15.960 -1.305 20.127
H -17.098 -1.215 18.102
H -15.517 -2.051 17.942
```

The maximum force is 0.06243 Eh/bohr. For the LUMO energy, the calculation gives 0.0063 Ha. Its HOMO-LUMO gap is 9.6 eV. The calculation puts the molar mass at 1634.393 g mol⁻¹. Its SMILES is FC(F)C(F)(F)COC(F)(F)C(F)F.FC(F)C(F)(F)COC(F)(F)C(F)F.FC(F)C(F)(F)COC(F)(F)C(F)F.FC(F)C(F)(F)COC(F)(F)C(F)F.FC(F)C(F)(F)COC(F)(F)C(F)F.FC(F)C(F)(F)COC(F)(F)C(F)F.C1CCOC1.ClCCl.ClCCl.

=====

# 5
Molecular formula: C3H5BrF2
Method: DFT, ωB97M-V/def2-TZVPD

```
11
C3H5BrF2 ωB97M-V/def2-TZVPD
C 1.178 1.136 0.516
C 1.628 0.159 -0.538
C -1.714 -1.886 -0.570
F -2.774 -0.948 -0.571
F -1.633 -2.281 0.681
Br 3.206 -0.658 -0.063
H 0.144 1.289 0.545
H 1.459 2.080 0.219
H 1.480 1.067 1.488
H -0.710 -1.532 -1.014
H -2.170 -2.541 -1.330
```

The maximum force is 0.06395 Eh/bohr. For the LUMO energy, the calculation gives -0.0279 Ha. The calculation puts the energy relative to the best compared isomer or geometry (same formula, charge and spin) at 397.7 kJ/mol. Its HOMO-LUMO gap is 8.3 eV. The calculation puts the molar mass at 158.973 g mol⁻¹.

=====

# 6
Molecular formula: C18H21Cl2F3N6O2PbS
Method: DFT, ωB97M-V/def2-TZVPD

```
54
C18H21Cl2F3N6O2PbS ωB97M-V/def2-TZVPD
Pb -0.242 -0.009 0.018
C 2.319 -4.057 1.818
C 1.698 -2.696 1.660
N 0.516 -2.528 1.203
N -0.127 -3.663 0.778
C -1.424 -3.682 0.944
N -2.029 -4.804 0.348
S -2.440 -2.598 1.787
C 2.495 -1.477 1.959
C 3.879 -1.489 1.810
C 4.585 -0.309 1.989
C 3.891 0.842 2.313
C 2.514 0.747 2.462
N 1.831 -0.377 2.316
H 1.572 -4.747 2.206
H 3.179 -4.030 2.489
H 2.636 -4.450 0.848
H -1.513 -5.105 -0.468
H -3.004 -4.622 0.165
H 4.385 -2.395 1.506
H 5.659 -0.287 1.840
H 4.378 1.803 2.403
H 1.929 1.634 2.684
Cl -2.349 1.660 2.769
C -3.814 1.726 1.800
Cl -3.530 1.687 0.052
H -4.312 2.663 2.015
H -4.434 0.873 2.050
N -1.673 1.048 -4.671
C -1.296 0.708 -3.368
O -0.644 1.484 -2.710
C -1.844 -0.619 -2.879
C -1.023 -1.314 -1.807
H -1.139 1.814 -5.052
H -1.832 0.279 -5.303
H -2.019 -1.241 -3.775
H -2.846 -0.385 -2.495
H -0.119 -1.765 -2.227
H -1.637 -2.099 -1.371
F 4.629 6.413 0.686
C 3.711 6.437 -0.312
F 3.160 7.675 -0.269
F 4.431 6.399 -1.460
C 2.713 5.328 -0.213
C 3.147 4.012 -0.219
C 2.258 2.904 -0.132
N 0.929 3.241 -0.053
C 0.514 4.501 -0.048
C 1.356 5.604 -0.123
H 4.215 3.818 -0.296
H 2.122 0.718 -0.576
H -0.564 4.652 0.021
H 0.974 6.616 -0.116
O 1.721 -0.154 -0.756
```

Its charge is -2. The maximum force is 0.00596 Eh/bohr. For the LUMO energy, the calculation gives 0.1659 Ha. The calculation puts the energy relative to the best compared isomer or geometry (same formula, charge and spin) at 0.0 kJ/mol. Its HOMO-LUMO gap is 5.2 eV. The calculation puts the molar mass at 720.573 g mol⁻¹.

=====

# 7
Molecular formula: C26H34N5O7RuS
Method: DFT, ωB97M-V/def2-TZVPD

```
74
C26H34N5O7RuS ωB97M-V/def2-TZVPD
Ru 0.092 0.652 0.848
C 1.170 -2.479 0.949
C 2.513 -1.789 1.133
O 2.347 -0.414 0.811
C 3.531 0.366 0.883
C 3.109 1.813 1.127
O 1.985 1.884 2.002
C 2.231 1.551 3.358
C 0.876 1.330 4.006
O 0.125 0.313 3.331
C 0.468 -1.010 3.734
C -0.280 -1.942 2.816
O 0.054 -1.735 1.451
H 1.203 -3.469 1.409
H 0.999 -2.583 -0.117
H 3.221 -2.258 0.445
H 2.900 -1.886 2.154
H 4.087 0.304 -0.056
H 4.181 -0.003 1.683
H 2.755 2.258 0.195
H 3.946 2.394 1.523
H 2.755 2.373 3.854
H 2.844 0.649 3.435
H 0.275 2.236 3.943
H 1.014 1.057 5.055
H 0.143 -1.177 4.764
H 1.547 -1.171 3.681
H -1.347 -1.723 2.898
H -0.102 -2.980 3.101
N -4.021 1.761 1.247
C -4.390 0.436 1.073
C -5.627 -0.189 1.009
C -5.619 -1.546 0.754
C -4.422 -2.259 0.587
C -3.193 -1.639 0.664
C -3.185 -0.266 0.905
N -2.146 0.637 0.990
C -2.680 1.829 1.173
C -1.879 3.023 1.228
C -2.273 4.323 1.130
S -0.916 5.354 1.185
C 0.103 3.994 1.341
N -0.526 2.857 1.346
H -4.647 2.532 1.414
H -6.549 0.361 1.142
H -6.560 -2.072 0.672
H -4.473 -3.320 0.387
H -2.262 -2.175 0.535
H -3.268 4.719 1.006
H 1.173 4.094 1.436
C -1.089 -2.501 -3.663
C 0.295 -2.238 -4.250
C 0.926 -0.923 -3.766
C 2.345 -0.748 -4.345
C 3.048 0.526 -3.883
C 0.085 0.247 -4.244
O -0.212 0.414 -5.393
N -0.301 1.169 -3.272
C -0.116 1.009 -1.938
O -0.518 1.865 -1.130
N 0.507 -0.061 -1.446
C 1.078 -1.025 -2.224
O 1.710 -1.961 -1.781
H -1.465 -3.458 -4.022
H -1.800 -1.729 -3.962
H -1.056 -2.542 -2.571
H 0.217 -2.179 -5.337
H 0.968 -3.058 -4.006
H 2.252 -0.732 -5.432
H 2.937 -1.621 -4.073
H 2.518 1.420 -4.219
H 4.053 0.564 -4.300
H 3.133 0.559 -2.793
H -0.798 1.992 -3.589
```

Its charge is +2. The maximum force is 0.06662 Eh/bohr. For the LUMO energy (alpha / beta), the calculation gives -0.3045 / -0.2896 Ha. The calculation puts the energy relative to the best compared isomer or geometry (same formula, charge and spin) at 156.3 kJ/mol. Its multiplicity is 2. Its HOMO-LUMO gap (alpha / beta) is 5.9 / 6.3 eV. The calculation puts the molar mass at 661.723 g mol⁻¹.

=====

# 8
Molecular formula: C17H24IrN6OS4
Method: DFT, ωB97M-V/def2-TZVPD

```
53
C17H24IrN6OS4 ωB97M-V/def2-TZVPD
Ir -1.408 -0.308 0.848
N -1.671 -1.063 2.782
C -2.048 0.068 3.699
C -1.172 1.256 3.389
N -1.355 1.563 1.939
H -2.427 -1.744 2.816
H -0.822 -1.547 3.080
H -1.989 -0.245 4.740
H -3.090 0.308 3.477
H -0.130 0.972 3.531
H -1.370 2.119 4.021
H -0.588 2.142 1.605
H -2.216 2.073 1.751
S -3.537 -1.119 0.574
C -3.304 -2.752 0.128
C -4.465 -3.580 0.105
N -5.399 -4.251 0.109
C -2.049 -3.235 -0.219
S -0.730 -2.178 -0.139
C -1.830 -4.572 -0.669
N -1.618 -5.640 -1.035
O -1.814 0.942 -0.797
S -2.795 0.645 -1.973
C -4.180 1.781 -1.694
C -3.936 3.051 -2.530
C -2.453 3.085 -2.902
C -2.119 1.652 -3.296
H -4.193 1.948 -0.617
H -5.092 1.250 -1.967
H -4.244 3.941 -1.986
H -4.539 2.996 -3.436
H -1.840 3.376 -2.048
H -2.247 3.780 -3.714
H -1.061 1.409 -3.386
H -2.642 1.338 -4.204
N 2.206 -1.008 -0.828
C 2.325 -0.432 0.358
S 0.992 -0.012 1.407
N 3.518 -0.143 0.853
C 4.821 -0.315 0.272
C 5.061 -0.196 -1.090
C 6.355 -0.379 -1.563
C 7.392 -0.661 -0.690
C 7.145 -0.732 0.675
C 5.861 -0.558 1.160
H 1.305 -1.297 -1.165
H 3.024 -1.365 -1.300
H 3.515 0.164 1.815
H 4.291 0.113 -1.785
H 6.547 -0.285 -2.623
H 8.395 -0.806 -1.068
H 7.953 -0.928 1.366
H 5.667 -0.623 2.224
```

Its charge is +2. The maximum force is 0.01889 Eh/bohr. For the LUMO energy (alpha / beta), the calculation gives -0.2348 / -0.3191 Ha. The calculation puts the energy relative to the best compared isomer or geometry (same formula, charge and spin) at 44.5 kJ/mol. Its multiplicity is 2. Its HOMO-LUMO gap (alpha / beta) is 7.6 / 5.4 eV. The calculation puts the molar mass at 648.905 g mol⁻¹.